The following is a DFT calculation (wB97M-V/def2-TZVPD) of CH2N2O3 as an isolated structure.

Summary:
LUMO level (alpha / beta) = -1.6 / -1.2 eV
Total charge = 0
HOMO (alpha / beta) = -9.32 / -10.35 eV
Energy above the lowest of the compared OMol25 structures with the same formula, charge and spin = 7.602 eV
HOMO-LUMO gap (alpha / beta) = 7.694 / 9.131 eV
Strongest force on any atom = 0.0884 hartree/bohr

Geometry as XYZ:
```
8
Properties=species:S:1:pos:R:3:nbo_charge:R:1
C -1.552 -0.424 -0.092 -0.11
N 0.131 0.591 -0.237 0.08
N 1.318 -0.210 0.342 0.59
O 0.227 1.787 -0.148 -0.27
O 1.235 -1.373 0.208 -0.33
O 2.232 0.501 0.689 -0.33
H -2.323 0.340 0.024 0.19
H -1.269 -1.212 -0.786 0.20
```

---

The following is a DFT calculation (wB97M-V/def2-TZVPD) of one molecule with the formula CH2N2O3.

Summary:
LUMO level (alpha / beta) = -1.2 / -0.9 eV
Total charge = 0
HOMO (alpha / beta) = -10.42 / -10.44 eV
Energy above the lowest of the compared OMol25 structures with the same formula, charge and spin = 3.851 eV
HOMO-LUMO gap (alpha / beta) = 9.243 / 9.579 eV
Strongest force on any atom = 0.0689 hartree/bohr

Geometry as XYZ:
```
8
Properties=species:S:1:pos:R:3:nbo_charge:R:1
C -0.102 -0.862 -0.386 0.81
N 0.582 1.534 0.672 -0.22
N -0.292 0.386 -1.090 -0.17
O 0.977 -1.073 0.088 -0.54
O 0.213 1.413 -0.515 0.00
O -1.151 -1.770 -0.129 -0.69
H 0.710 2.530 0.650 0.31
H -0.936 -2.158 0.710 0.50
```

---

The following is a DFT calculation (wB97M-V/def2-TZVPD) of a 2-piece molecular cluster, CH2N2O3 overall.

Summary:
LUMO level (alpha / beta) = -0.3 / -1.7 eV
Total charge = 0
HOMO (alpha / beta) = -9.09 / -9.88 eV
Energy above the lowest of the compared OMol25 structures with the same formula, charge and spin = 4.924 eV
HOMO-LUMO gap (alpha / beta) = 8.789 / 8.184 eV
Strongest force on any atom = 0.0986 hartree/bohr
Spin multiplicity = 3
Expectation value of S² = 2.056

Geometry as XYZ:
```
8
Properties=species:S:1:pos:R:3:mulliken_spin:R:1
C -1.515 0.003 -0.193 1.27
N 0.384 -0.660 0.376 0.20
N 1.344 0.611 -0.043 0.02
O 0.629 -1.746 0.009 0.34
O 0.748 1.595 -0.208 0.06
O 2.478 0.377 0.010 0.00
H -2.214 -0.914 -0.358 0.05
H -1.854 0.734 0.407 0.06
```